{
  "formula": "C7H24N4O5Zn",
  "method": "ωB97M-V/def2-TZVPD",
  "elements": ["O", "H", "Zn", "N", "N", "O", "O", "C", "C", "C", "C", "H", "H", "H", "H", "H", "H", "H", "H", "O", "H", "H", "C", "H", "H", "H", "O", "H", "H", "N", "C", "C", "N", "H", "H", "H", "H", "H", "H", "H", "H"],
  "positions_angstrom": [[0.154, -3.936, -2.259], [0.733, -4.632, -2.659], [-0.073, -0.384, 0.305], [0.802, 1.578, 0.762], [0.855, 0.243, -1.353], [1.019, 2.298, 1.991], [0.836, -0.441, -2.661], [1.732, 1.968, -0.090], [1.714, 1.262, -1.320], [2.658, 3.049, 0.217], [2.556, 1.555, -2.488], [2.770, 3.193, 1.286], [2.331, 4.007, -0.205], [3.654, 2.862, -0.200], [2.113, 1.195, -3.420], [3.562, 1.111, -2.398], [2.748, 2.628, -2.616], [0.179, 2.233, 2.498], [0.401, -1.318, -2.520], [-1.768, 1.774, -0.563], [-1.091, 2.449, -0.304], [-1.487, 1.529, -1.481], [0.541, -3.741, -0.885], [-0.400, -3.601, -0.297], [1.233, -2.866, -0.803], [1.059, -4.589, -0.390], [0.806, -0.936, 2.215], [1.428, -0.207, 2.384], [0.115, -0.944, 2.905], [-1.857, -1.375, -0.018], [-3.114, -0.819, 0.516], [-2.996, -0.516, 2.013], [-2.073, 0.510, 2.321], [-1.922, -1.528, -1.025], [-1.647, -2.282, 0.394], [-3.391, 0.081, -0.069], [-3.895, -1.581, 0.395], [-4.010, -0.283, 2.349], [-2.689, -1.397, 2.556], [-1.845, 0.628, 3.295], [-1.740, 1.221, 1.621]],
  "largest_force_ev_per_a": 4.79,
  "total_charge": 0,
  "e_tot_ev": -72258.446,
  "e_homo_ha": [-0.142, -0.141]
}